1.
16
Properties=species:S:1:pos:R:3:forces:R:3 method="wB97M-V/def2-TZVPD" orbital_gap_ev=8.979 charge=+1 energy_ha=-760.2672 multiplicity=1 max_force_ha_per_bohr=0.0889 relative_energy_kcal_mol=30.5
S 2.251138 0.635352 -1.924071 -1.5 -0.1 1.2
O -0.376037 0.887433 -1.241732 0.4 0.3 -0.6
O 1.859639 0.825450 -3.301659 0.3 0.2 -1.0
N 0.090419 -0.735705 1.159109 0.1 -0.5 0.5
C -1.327472 -0.038475 -0.735268 -0.1 -0.2 0.3
C -1.236843 -0.167546 0.782727 -0.6 0.4 -0.5
C 0.897740 0.641034 -0.976621 1.2 -1.1 4.2
C 1.165482 0.234577 0.889049 0.1 1.3 -4.4
H -2.303556 0.355280 -1.021209 0.1 -0.1 0.1
H 2.161049 -0.178959 0.968798 0.0 -0.2 0.2
H 0.083327 -1.009017 2.153253 0.0 0.0 -0.3
H -1.193535 -1.017058 -1.214424 0.0 0.1 0.0
H -2.042311 -0.806906 1.147871 0.2 -0.1 0.0
H -1.320007 0.812855 1.258630 0.0 -0.1 0.0
H 1.030820 1.151296 1.448246 -0.1 0.0 0.1
H 0.260148 -1.589612 0.607300 0.0 0.2 0.2

=====

2.
68
Properties=species:S:1:pos:R:3:forces:R:3 method="wB97M-V/def2-TZVPD" orbital_gap_ev=10.444 charge=+1 energy_ha=-1143.7352 multiplicity=1 max_force_ha_per_bohr=0.0242 relative_energy_kcal_mol=2.3 smiles="CCCCCCOC(=O)C[N+](C)(C)CCO[C@H]1C[C@H]2CC[C@]1(C)C2(C)C"
O 4.345195 -0.698213 0.765921 -0.3 0.0 0.5
O -1.028599 -0.771823 0.795830 0.2 0.2 0.0
O 3.746248 -1.383442 -1.290664 0.1 0.1 -0.1
N 1.309739 -2.477630 -0.196624 0.2 0.0 0.0
C 3.371452 2.097149 0.091717 0.2 0.4 -0.1
C 5.578796 -0.096447 0.319804 0.7 0.4 -0.2
C -2.397994 -0.893391 0.395779 -0.3 0.0 -0.2
C 2.007424 -3.675673 -0.709126 0.5 -0.8 -0.5
C -5.127252 1.415001 -0.949973 0.2 -0.1 0.1
C 2.574438 3.310542 -0.382614 -0.2 -0.3 0.1
C 5.685818 1.320925 0.872162 -0.2 -0.2 -0.3
C 0.166600 -2.936189 0.651548 -0.9 0.2 0.7
C 0.797794 -1.689965 -1.337523 -0.4 0.8 -0.9
C -2.837900 0.315925 -0.459890 0.3 -0.1 -0.2
C -2.284472 0.336035 -1.872004 -0.1 -0.1 0.3
C -4.382602 0.241118 -0.313862 -0.1 -0.1 0.0
C -0.521888 -1.858590 1.516770 0.2 -0.1 -0.1
C 2.238774 -1.646841 0.601470 0.8 0.6 0.4
C -5.031681 -1.029742 -0.864074 0.2 0.1 0.1
C 4.876894 2.362045 0.095903 -0.1 -0.3 0.2
C -3.392250 -0.864162 1.578155 -0.1 -0.1 0.1
C -3.544966 1.591540 1.480310 -0.1 0.0 0.1
C 3.543628 -1.236381 -0.114479 -0.6 -0.4 -0.2
C -2.486238 1.571020 0.362083 0.1 0.0 0.0
C 1.079354 3.018775 -0.422717 0.2 0.2 0.0
C -4.327854 0.300367 1.225129 0.0 0.0 0.1
H -5.218862 1.260488 -2.022614 0.0 0.0 -0.1
H 1.735401 -0.714062 0.870590 0.0 -0.1 0.0
H -4.194179 2.461690 1.408565 0.0 0.1 0.0
H -0.572026 -3.377961 -0.020189 0.2 0.0 -0.1
H -4.869988 -1.096583 -1.937593 0.0 -0.1 -0.1
H -2.496108 -1.820369 -0.185849 0.0 0.0 0.0
H -4.639298 2.368429 -0.787975 0.0 0.2 0.0
H 2.761132 4.149669 0.289185 0.1 0.1 0.0
H 5.060163 3.335163 0.554554 0.0 0.1 -0.1
H 0.528469 3.898420 -0.743052 -0.2 0.0 0.0
H -4.663713 -1.941291 -0.405682 0.0 -0.2 0.0
H -2.424038 -0.624299 -2.364104 0.0 -0.1 -0.1
H 1.631714 -1.320321 -1.930240 0.0 -0.1 0.1
H 6.738358 1.604164 0.846855 0.1 -0.1 0.1
H -3.935191 -1.803312 1.678688 0.0 0.0 0.0
H 6.383262 -0.723569 0.712209 -0.2 0.0 -0.1
H -2.526406 2.462327 -0.260868 0.0 0.0 -0.1
H 2.915812 3.599595 -1.378060 0.1 0.1 0.0
H -6.130855 1.472507 -0.534961 -0.1 0.0 0.0
H 1.298772 -4.329852 -1.213128 -0.1 0.1 0.1
H 2.472990 -4.222768 0.108832 -0.1 0.1 0.1
H 0.529104 -3.713222 1.327454 0.1 0.0 -0.1
H 0.171154 -2.317264 -1.967982 0.0 -0.1 0.1
H 5.238735 2.410729 -0.932795 0.0 0.1 0.0
H 3.048956 1.830236 1.102264 -0.1 -0.1 0.1
H 3.145870 1.259114 -0.572828 -0.1 -0.1 0.0
H -2.797208 1.096199 -2.454437 0.0 0.1 -0.1
H 2.775498 -3.376372 -1.420004 -0.1 0.1 0.1
H -3.095760 1.597709 2.472684 0.0 0.0 0.1
H 0.862941 2.210486 -1.119612 -0.1 -0.1 -0.1
H -2.871550 -0.669974 2.516222 0.0 0.0 0.1
H -6.104294 -0.983938 -0.690950 -0.1 0.0 0.0
H -1.476042 1.491092 0.757675 0.0 0.1 -0.1
H 5.606380 -0.108810 -0.772862 0.0 0.0 0.2
H 0.177702 -1.456672 2.256047 -0.1 -0.1 0.0
H -1.224585 0.581023 -1.867459 0.1 0.0 -0.1
H 0.203819 -0.858752 -0.960167 0.1 -0.2 0.0
H -5.286591 0.254001 1.736778 -0.1 0.0 0.0
H -1.318502 -2.372076 2.068152 0.1 0.0 0.0
H 0.718682 2.732943 0.563476 -0.1 -0.1 0.1
H 5.366992 1.305995 1.915945 0.1 0.0 0.1
H 2.514856 -2.172484 1.518195 -0.2 0.0 -0.1

=====

3.
15
Properties=species:S:1:pos:R:3:forces:R:3 method="wB97M-V/def2-TZVPD" orbital_gap_ev=8.147 energy_ha=-416.7927 multiplicity=1 max_force_ha_per_bohr=0.1376 relative_energy_kcal_mol=113.6
O 1.347776 -2.291554 0.096641 -2.4 -0.3 0.5
N -1.159638 -2.195383 -0.064666 -0.8 1.7 0.3
N 2.509001 0.350149 -0.355112 2.1 1.3 4.7
C 0.263306 -1.678137 0.083604 1.5 -2.6 -2.3
C -1.185762 0.184288 -0.041615 1.2 -4.8 -0.6
C 1.214124 0.664104 0.002264 0.4 -1.8 1.2
C -1.927183 -1.127342 -0.183557 -0.8 0.1 1.4
C 0.220818 -0.323670 -0.084766 -0.6 7.0 1.1
C -1.590933 1.391097 0.089581 -3.0 5.8 -2.3
H 1.034397 1.665547 0.594157 0.3 -1.8 -2.0
H 3.238735 1.022013 0.629883 -2.3 -3.0 -4.1
H -0.774722 2.183017 0.068785 -1.5 -0.8 0.3
H -2.724636 1.887486 -0.315318 3.4 -2.0 1.9
H -3.135833 -0.986051 -0.154964 3.0 -1.3 -0.5
H 2.670551 -0.745561 -0.364921 -0.4 2.6 0.3

=====

4.
119
Properties=species:S:1:pos:R:3:forces:R:3 method="wB97M-V/def2-TZVPD" orbital_gap_ev=6.107 charge=+1 energy_ha=-11102.2954 multiplicity=1 max_force_ha_per_bohr=0.0490 relative_energy_kcal_mol=50.0
Te -18.639954 -12.112807 -3.859274 -0.1 -1.0 0.1
Sn -20.971500 -10.401998 -6.320165 -0.1 -0.2 -0.1
Br -14.740098 -7.512241 -12.191287 -1.1 -0.2 1.0
Se -17.694297 -9.771998 -3.943104 -0.3 -0.3 0.8
Se -19.849094 -8.132496 -1.914725 -0.3 -0.1 -0.4
Si -18.161087 -13.748603 -0.357578 -0.3 -0.9 -0.5
Si -17.936803 -15.810940 -3.820546 0.5 0.8 0.5
Si -17.185644 -13.893131 -2.504337 0.1 0.5 -0.3
Si -14.845154 -13.614519 -2.163120 -1.2 -0.8 -0.2
O -22.236042 -8.813224 -6.436660 -0.1 1.4 -0.3
O -19.833826 -9.890072 -8.092495 0.1 0.1 -0.4
O -23.354222 -6.905478 -6.615040 -0.9 0.5 -0.2
O -18.149079 -10.148447 -6.719161 1.0 -0.1 0.5
O -23.629190 -10.860531 -5.547290 -0.7 0.1 -0.5
N -22.171387 -6.046057 -9.396111 -0.8 0.3 1.2
N -22.390382 -11.438117 -7.868400 0.9 0.1 0.2
C -21.751662 -12.192753 -8.748284 1.0 -0.6 -0.8
C -17.558950 -15.155387 0.780966 0.0 0.1 -0.5
C -19.836398 -6.990063 -6.637363 -1.9 0.8 -0.1
C -13.809927 -13.481750 -3.664029 1.5 0.3 0.6
C -17.952754 -8.270688 -1.495895 0.0 -0.6 -1.5
C -16.005809 -10.268594 -4.640350 1.7 1.1 0.1
C -17.696704 -17.245832 -2.629478 -1.2 0.8 -1.6
C -23.708485 -11.448795 -7.836266 -1.2 0.6 0.4
C -22.879642 -7.148116 -9.933776 -0.4 0.9 -0.2
C -24.393733 -10.591705 -6.736502 -0.6 -1.6 -0.7
C -17.675984 -9.132665 -8.854939 -0.6 -0.2 -0.4
C -16.946574 -15.890329 -5.398569 1.2 -0.6 -1.1
C -24.413062 -12.264548 -8.711145 -0.2 0.2 -0.6
C -23.748266 -13.148657 -9.585684 -0.2 1.6 1.3
C -21.014509 -6.255380 -8.582398 -0.8 -0.6 -0.1
C -19.977239 -14.013949 -0.740400 0.4 0.4 1.6
C -21.080287 -6.894059 -7.322811 1.8 0.0 -0.7
C -22.329413 -8.417908 -10.138757 -1.9 1.0 -0.3
C -18.066288 -12.175986 0.602675 -0.2 0.9 0.0
C -14.380491 -15.239388 -1.330861 -0.1 0.7 0.1
C -19.749942 -15.658710 -4.164332 -1.1 0.2 0.0
C -20.723327 -9.747958 -1.238632 1.2 0.1 0.8
C -23.060955 -9.385607 -10.805406 0.4 0.0 -0.1
C -24.843638 -5.479957 -10.210442 -0.7 -0.3 0.0
C -14.672246 -12.150860 -1.073294 0.1 0.2 1.1
C -15.488281 -8.503095 -9.580581 -0.5 0.0 -1.1
C -16.005129 -8.053384 -10.800365 0.1 -0.3 0.6
C -18.658871 -5.869091 -8.360868 0.5 1.1 -2.0
C -17.381770 -8.092614 -11.004187 0.0 0.5 -1.2
C -22.349096 -7.524024 -6.797941 1.5 -1.0 0.6
C -26.279581 -7.567263 -11.549246 -0.5 -1.8 1.2
C -24.323132 -9.104325 -11.306620 0.4 0.0 0.3
C -18.687858 -6.395294 -7.111866 1.6 -0.7 1.8
C -18.258929 -8.558142 -10.028469 1.5 -0.6 1.4
C -24.176638 -6.843247 -10.377625 -1.0 -0.9 -0.9
C -16.283164 -9.135198 -8.651457 -0.9 -0.6 0.6
C -19.834610 -5.795194 -9.116230 1.2 -0.5 1.3
C -17.238151 -9.526610 -2.028206 0.1 1.2 -0.4
C -18.567858 -9.781541 -7.810927 -0.8 0.6 -0.7
C -24.894787 -7.860204 -11.053191 0.4 0.7 -0.2
C -22.359284 -13.083300 -9.625523 -0.8 0.0 0.3
H -19.786710 -5.426228 -10.110071 -0.3 0.4 -0.6
H -16.740579 -14.917885 -5.865532 -0.4 0.1 0.3
H -21.744959 -9.581391 -1.530033 -0.6 0.2 0.5
H -24.462310 -9.527014 -6.981304 0.4 -0.2 0.0
H -20.383468 -13.208013 -1.330388 -0.2 0.2 -0.3
H -18.228879 -15.062922 1.623186 -0.4 -0.3 0.4
H -17.738529 -5.476085 -8.836291 -0.5 -0.3 0.6
H -17.707351 -7.739223 -11.985910 -0.3 -0.1 0.4
H -12.787875 -13.652190 -3.225926 -0.6 -0.1 -0.6
H -16.706563 -17.413124 -2.359454 1.8 0.1 1.0
H -25.218593 -5.405614 -9.166125 0.6 0.5 -0.4
H -20.131603 -14.932444 -4.910343 0.5 -0.3 0.3
H -21.817007 -13.701282 -10.324024 0.3 0.1 0.1
H -13.630401 -11.837999 -0.912476 -0.3 0.2 -0.3
H -22.808631 -5.447649 -8.835723 0.3 -0.5 -0.8
H -15.062782 -12.369479 -0.074237 0.1 -0.3 0.0
H -17.619390 -7.400284 -2.101886 0.2 -0.4 0.8
H -25.453333 -10.982362 -6.669978 1.1 0.4 0.3
H -17.907203 -18.101091 -3.244122 -0.7 -0.8 -0.1
H -26.899328 -7.324438 -10.689558 -0.2 0.4 0.0
H -20.491545 -14.007764 0.259498 0.1 -0.4 -1.0
H -25.485937 -12.082669 -8.806444 0.2 -0.6 0.3
H -21.356741 -8.594626 -9.844964 1.8 -0.5 0.8
H -15.850628 -9.727430 -7.793346 -0.5 1.1 -1.0
H -20.668669 -12.078658 -8.764311 -0.2 0.0 0.0
H -17.583767 -16.195652 0.393514 -0.1 0.7 0.1
H -20.140818 -16.630629 -4.465697 0.1 -0.2 -0.2
H -17.709161 -8.179784 -0.457635 0.0 0.4 0.6
H -22.566196 -10.338240 -10.972705 -0.2 0.0 -0.1
H -13.730012 -12.502327 -4.124033 -0.3 0.1 -0.2
H -24.202298 -4.653053 -10.536888 0.1 -0.1 0.6
H -16.579445 -14.959886 1.212002 0.3 0.0 -0.2
H -15.487111 -11.027996 -4.067039 -0.3 -0.2 0.2
H -19.826588 -7.312432 -5.621581 -0.1 -0.7 0.6
H -18.686801 -11.346844 0.246085 -0.4 -0.4 -0.2
H -16.190791 -10.588382 -5.650046 -0.1 -0.1 -0.3
H -16.173399 -9.363760 -1.947057 0.5 0.2 -0.3
H -24.374864 -13.787881 -10.163974 0.1 -0.4 -0.6
H -18.392598 -17.141359 -1.811921 0.0 -0.3 0.4
H -20.488004 -9.731314 -0.146753 -0.9 -0.4 -0.9
H -20.447794 -10.688812 -1.718764 0.5 0.2 0.1
H -17.778843 -6.415912 -6.426527 -1.2 0.1 -1.2
H -17.099839 -11.724487 0.600654 1.0 0.1 0.3
H -15.904841 -16.294740 -5.274195 -0.9 0.1 0.2
H -24.808746 -9.823045 -11.949422 -0.3 -0.1 0.1
H -20.007576 -14.940265 -1.283406 -0.7 -0.6 0.0
H -20.290209 -15.457096 -3.232930 0.1 0.1 -0.1
H -17.400676 -10.428876 -1.481054 -0.7 -0.6 0.2
H -14.458256 -8.413375 -9.455527 1.6 -0.1 0.4
H -18.362384 -12.378458 1.630134 0.0 0.0 0.2
H -15.151755 -15.619322 -0.640257 0.7 0.3 0.1
H -19.339355 -8.477919 -10.070224 0.2 -0.2 -0.4
H -26.380289 -6.842385 -12.299364 0.1 1.3 -0.9
H -23.564938 -10.025830 -5.078461 0.0 0.3 0.1
H -25.775282 -5.359091 -10.814065 0.9 -0.4 0.3
H -17.410594 -16.501658 -6.218219 0.2 0.4 0.9
H -14.037953 -14.258581 -4.374431 0.1 -0.2 -0.4
H -14.281001 -15.969893 -2.116203 0.2 -0.4 -0.4
H -13.377858 -15.060961 -0.897876 -0.5 -0.4 0.2
H -15.380905 -9.342161 -4.630524 -0.4 -0.7 -0.2
H -26.751681 -8.466037 -11.940785 0.2 -0.2 -0.2
H -15.327929 -11.353915 -1.400940 0.3 0.4 -0.3